An isolated ion of composition C5H11BrN3O2 and charge +1 in a non-equilibrium geometry. Source: the OMol25 dataset; level of theory: ωB97M-V with the def2-TZVPD basis set.

```
! wB97M-V def2-TZVPD RIJCOSX def2/J DEFGRID3
* xyz 1 1
Br 2.15212 2.16659 2.55979
O -0.75885 -0.74752 -1.11749
O 2.36941 -0.71560 -0.36853
N 1.26274 1.28024 -0.70560
N 0.65695 2.29448 0.01168
N 0.79339 0.09364 1.21481
C -1.21276 -1.71684 -2.06954
C -0.20516 -1.04969 1.20092
C 0.63801 1.17469 1.97527
C -1.27690 -0.78023 0.17069
C 1.59803 0.13987 0.01489
H 0.45954 -1.82578 0.66388
H -1.11248 -2.77563 -1.81169
H -0.60992 -1.40910 2.21163
H -0.12773 2.75100 -0.37717
H -2.03546 -1.43670 0.32125
H -2.32681 -1.71890 -2.18070
H -0.82859 -1.41658 -2.98989
H -0.29879 1.20538 2.40377
H 1.20848 1.22639 -1.68577
H -1.69398 0.24790 0.32937
H 1.34876 3.01237 0.22843
*
```

Summary:
SMILES string	COCC/[N+](=C/Br)C(=O)NN
M	225.07	g mol⁻¹
HOMO level	-0.5009	Eh
relative energy (zero: lowest compared OMol25 entry of this formula, charge and spin)	333.9	kJ/mol

Let us look at the Mulliken charges, expressed in e, one per atom: atom 1 (Br): 0.01, atom 2 (O): -0.27, atom 3 (O): -0.49, atom 4 (N): 0.07, atom 5 (N): -0.44, atom 6 (N): 0.24, atom 7 (C): -0.81, atom 8 (C): -0.67, atom 9 (C): -0.03, atom 10 (C): -0.55, atom 11 (C): 0.14, atom 12 (H): 0.33, atom 13 (H): 0.33, atom 14 (H): 0.38, atom 15 (H): 0.25, atom 16 (H): 0.59, atom 17 (H): 0.33, atom 18 (H): 0.29, atom 19 (H): 0.55, atom 20 (H): 0.24, atom 21 (H): 0.25, atom 22 (H): 0.29